This record from the Open Molecules 2025 dataset describes a molecular structure, C5H8O2 at a distorted geometry. The level of theory is the ωB97M-V functional and the def2-TZVPD basis.

```
15
Properties=species:S:1:pos:R:3:forces:R:3
C -0.69895 -0.46921 -0.95724 0.63 0.58 0.06
H -2.36148 0.40807 -0.32081 0.04 -0.12 0.44
H 0.73674 2.04563 -0.45941 0.24 -0.11 0.00
O -1.89403 0.22032 -1.13338 -1.08 -0.73 -0.14
C -0.24340 -0.07153 1.45114 -0.08 0.36 0.00
H 0.60507 -2.24204 -0.39369 -0.37 -0.21 0.12
O -0.50726 -1.48102 1.29838 -0.06 -0.07 0.04
H 1.63541 0.88546 -1.42990 0.15 0.07 0.13
C -0.01031 -1.42996 -0.01311 0.00 -0.52 -0.17
H 0.52391 0.07784 2.22527 -0.09 0.03 -0.33
H 2.15589 1.24193 0.24796 -0.05 -0.11 -0.05
C 0.31677 0.05552 0.01407 -0.18 0.25 -0.33
H -1.14538 0.48517 1.74572 0.11 -0.01 -0.14
H -0.39974 -0.76248 -1.97160 0.58 0.61 0.41
C 1.29679 1.09975 -0.41362 0.16 -0.02 -0.04
```
Forces are in eV/Å.

Calculated values
molar mass: 100.1 Da
LUMO: 0.81 eV
ΔE to the lowest compared entry with this formula, charge and spin: 76.17 kcal/mol
E: -345.683577 a.u.
net charge: 0
highest occupied orbital energy: -8.9 eV
max |F|: 0.0256 hartree/bohr
HOMO-LUMO gap: 9.72 eV

Results of the Mulliken charge analysis, in e, for atoms 1 through 6:
1 C -0.232
2 H 0.310
3 H 0.310
4 O -0.553
5 C -0.412
6 H 0.342